w | The following is a DFT calculation (ωB97M-V/def2-TZVPD) of a single C6H9ClN2O2 molecule.

Calculated values
E_HOMO in eV: -9.7232
Kohn-Sham gap in Ha: 0.364
SMILES: C=C(CCC/N=C\Cl)[N+](=O)[O-]

Last column: natural (NBO) charge in e.
Element x y z (Å)
C -2.07621 0.76248 1.36975  -0.365
C -1.44968 0.57144 0.16520  0.107
C -1.24269 -0.75945 -0.54242  -0.466
C 0.11481 -0.93088 -1.34735  -0.403
C 1.29765 -1.08899 -0.37826  -0.269
N 1.43462 -0.04219 0.55331  -0.411
C 2.46280 0.10689 1.17901  0.194
Cl 4.02802 -0.80856 1.05928  -0.123
N -1.02150 1.91907 -0.37477  0.515
O -1.42118 2.18568 -1.49802  -0.395
O -0.47941 2.70044 0.34736  -0.346
H -2.33163 -0.00113 2.00872  0.197
H -2.22737 1.72754 1.93301  0.228
H -2.02169 -0.68727 -1.43016  0.250
H -1.25852 -1.58042 0.18932  0.238
H 0.22637 0.00425 -2.02414  0.212
H 0.04666 -1.62738 -2.17919  0.232
H 2.13207 -1.08931 -1.00137  0.210
H 1.17956 -2.19469 0.04998  0.204
H 2.60733 0.83246 1.92076  0.192

x | The following is a DFT calculation (ωB97M-V/def2-TZVPD) of 3 unconnected molecules or ions with the total composition C6H9ClN2O2.

Calculated values
E_HOMO in eV: -8.4446
Kohn-Sham gap in Ha: 0.280

Last column: natural (NBO) charge in e.
Element x y z (Å)
N 0.77030 2.37614 -3.34483  -0.889
H 1.17988 2.71521 -4.21709  0.427
H 0.14940 3.15261 -3.10280  0.445
H 1.47716 2.37053 -2.61000  0.429
H 0.25243 1.47810 -3.43051  0.484
Cl -1.65265 0.48620 -3.01252  -0.884
C 0.58598 -1.26937 -0.29634  -0.160
C 0.69878 -2.22802 0.69117  -0.223
C 0.02499 -1.98954 1.88598  -0.187
C -0.51866 -0.76533 2.18707  0.018
C -0.56276 0.20981 1.16790  -0.186
C 0.00757 -0.01497 -0.05012  -0.196
N -1.10315 -0.46798 3.52514  0.539
O -1.35736 0.70541 3.73054  -0.385
O -1.37363 -1.38544 4.25212  -0.360
H 1.10795 -1.39373 -1.23812  0.212
H 1.06590 -3.22971 0.52286  0.225
H 0.14955 -2.70660 2.69112  0.234
H -0.93999 1.18795 1.43714  0.240
H 0.03832 0.76873 -0.78871  0.220

Least stable of them? w.

w | The following is a DFT calculation (ωB97M-V/def2-TZVPD) of 2 unconnected molecules or ions with the total composition C2H3N5O.

Calculated values
E_HOMO in eV: -9.8081
Kohn-Sham gap in Ha: 0.340

Last column: natural (NBO) charge in e.
Element x y z (Å)
C 0.11335 0.28920 0.54325  0.346
C -1.02589 0.82081 -1.35291  0.249
H 0.29990 -1.50227 2.18985  0.440
H -1.62659 1.29938 -2.01779  0.185
H -0.14765 -0.34620 -2.96677  0.378
N 0.24014 0.63341 1.72612  -0.041
N -0.93400 1.11491 -0.19474  -0.390
N 0.16853 0.06220 -1.98907  -0.526
N 0.37785 -1.23864 -1.27582  0.074
N 0.21276 -1.11976 -0.05344  -0.222
O 0.81158 -0.28449 2.52017  -0.494

x | The following is a DFT calculation (ωB97M-V/def2-TZVPD) of a single C2H3N5O molecule.

Calculated values
E_HOMO in eV: -9.9670
Kohn-Sham gap in Ha: 0.365
SMILES: [H]/N=C/n1onn/c1=N\[H]

Last column: natural (NBO) charge in e.
Element x y z (Å)
H -2.75053 0.41850 1.43941  0.352
N -2.32544 0.38726 0.46044  -0.592
C -1.15548 0.06939 0.67903  0.246
N -0.24960 -0.11059 -0.46225  -0.212
O -0.46878 0.68623 -1.65658  -0.188
N 0.91886 0.93455 -2.02211  0.195
N 1.67153 0.32513 -1.36455  -0.194
C 1.05659 -0.35165 -0.14224  0.481
N 1.47764 -1.15234 0.72499  -0.652
H 2.44167 -1.07035 0.58365  0.359
H -0.61647 -0.13614 1.76021  0.204

y | The following is a DFT calculation (ωB97M-V/def2-TZVPD) of a single C2H3N5O molecule.

Calculated values
E_HOMO in eV: -9.7691
Kohn-Sham gap in Ha: 0.326
SMILES: [H]/N=c1\nnncn1O

Last column: natural (NBO) charge in e.
Element x y z (Å)
H 2.04787 -2.22334 0.56578  0.418
N 1.78170 -1.14101 0.40510  -0.810
C 0.56770 -0.67476 0.00231  0.488
N -0.65880 -1.37959 -0.34200  -0.181
N -1.79700 -0.81848 -0.13031  0.051
N -1.88594 0.59248 0.31503  -0.321
C -0.76457 1.26523 0.18393  0.236
N 0.43564 0.61608 -0.31271  -0.123
O 1.56018 1.33233 -0.21786  -0.533
H -0.76281 2.35120 0.63449  0.253
H 2.28548 0.58433 -0.12061  0.522

Least stable of them? w.

w | The following is a DFT calculation (ωB97M-V/def2-TZVPD) of a single C4H6Cl2O molecule.

Calculated values
E_HOMO in eV: -10.3761
Kohn-Sham gap in Ha: 0.408
SMILES: C[C@@]1(C(Cl)Cl)CO1

Last column: natural (NBO) charge in e.
Element x y z (Å)
C -1.55051 -0.55347 0.04069  -0.668
C -0.09621 -0.13344 -0.22342  0.178
C 0.28840 1.31485 0.38004  -0.232
Cl 1.79057 2.03021 -0.40086  -0.023
Cl 0.65694 1.47651 2.12665  -0.021
C 1.09160 -1.03232 -0.44728  -0.124
O 0.54164 -0.43491 -1.67795  -0.509
H -1.86524 -1.49739 -0.65956  0.262
H -1.31129 -0.96815 1.11088  0.250
H -2.05970 0.48416 -0.12391  0.244
H -0.60983 2.13635 0.33947  0.245
H 0.86754 -2.08810 -0.24792  0.184
H 2.25608 -0.73430 -0.21682  0.214

x | The following is a DFT calculation (ωB97M-V/def2-TZVPD) of a single C4H6Cl2O molecule.

Calculated values
E_HOMO in eV: -8.5282
Kohn-Sham gap in Ha: 0.318

Last column: natural (NBO) charge in e.
Element x y z (Å)
C -0.55437 -0.62155 1.11547  -0.099
C -0.31737 0.69861 0.34942  -0.128
C -0.64121 -0.86516 -1.12494  0.143
C 1.13000 1.08437 0.13557  -0.690
O -0.67990 -1.59995 0.03711  -0.549
Cl 0.81780 -1.25341 -2.01060  -0.003
Cl -2.03764 -0.78855 -2.15780  0.021
H 0.27980 -0.67749 1.77752  0.183
H -1.39491 -0.54581 1.75746  0.185
H -1.22762 1.25404 0.13726  0.228
H 1.35523 0.74399 -0.84321  0.250
H 1.91222 0.42443 0.65837  0.226
H 1.35799 2.14649 0.16837  0.230

Least stable of them? x.

w | The following is a DFT calculation (ωB97M-V/def2-TZVPD) of a molecular structure, CH3FNO2S.

Calculated values
E_HOMO in eV: -3.9427
Kohn-Sham gap in Ha: 0.294
Charge: -1

Last column: natural (NBO) charge in e.
Element x y z (Å)
C -0.59559 -0.38753 1.29251  -0.484
N 0.04593 1.13525 -0.86730  -1.069
O 1.06451 -1.05283 -0.86216  -1.016
O 1.73778 0.57803 0.83164  -0.991
F -1.78994 -0.80783 0.09352  -0.567
S 0.65905 -0.06885 0.14025  2.185
H -0.50296 -1.26121 1.91245  0.167
H 0.32859 0.92917 -1.80888  0.376
H -0.94737 0.93579 -0.73203  0.398

x | The following is a DFT calculation (ωB97M-V/def2-TZVPD) of 2 unconnected molecules or ions with the total composition CH3FNO2S.

Calculated values
E_HOMO in eV: -3.3080
Kohn-Sham gap in Ha: 0.265
Charge: -1

Last column: natural (NBO) charge in e.
Element x y z (Å)
C 1.05955 0.16786 -0.59992  0.472
N 1.95030 -0.67695 -0.45054  -0.711
O -4.16769 -0.14105 -0.44918  -1.051
O -1.74851 -0.66481 -0.67544  -1.072
F 1.32087 1.47352 -0.93388  -0.381
S -2.78900 0.19474 -0.02812  1.358
H -0.01761 -0.05916 -0.54410  0.240
H 2.91256 -0.36917 -0.58372  0.337
H -2.76149 -0.38403 1.45011  -0.193

Least stable of them? w.

w | The following is a DFT calculation (ωB97M-V/def2-TZVPD) of 2 unconnected molecules or ions with the total composition FH3N2OS.

Calculated values
E_HOMO (spin up / spin down) in eV: -8.1630 / -8.6993
Kohn-Sham gap (spin up / spin down) in Ha: 0.277 / 0.340

Last column: natural (NBO) charge in e.
Element x y z (Å)
N -0.98762 0.72789 0.77739  -0.633
N 0.36933 0.58362 0.88861  0.274
O 0.71505 -0.88498 -0.42355  -0.777
F 0.60410 -0.21725 1.95481  -0.239
S 1.28383 -2.20255 0.00125  0.571
H -1.42391 -0.20604 0.93957  0.365
H -1.30039 1.18279 -0.02700  0.387
H 2.61460 -1.92526 -0.57271  0.052

x | The following is a DFT calculation (ωB97M-V/def2-TZVPD) of a molecular structure, FH3N2OS.

Calculated values
E_HOMO (spin up / spin down) in eV: -8.5756 / -9.9289
Kohn-Sham gap (spin up / spin down) in Ha: 0.289 / 0.335

Last column: natural (NBO) charge in e.
Element x y z (Å)
N 1.83930 -1.33473 0.05802  -0.978
N -0.87362 0.24469 0.05299  -0.401
O -1.99955 1.04229 0.52143  -0.606
F 1.65207 1.17729 -0.51483  -0.508
S 1.39487 -0.00862 0.62154  1.326
H 1.62583 -1.54480 -0.89393  0.389
H -1.06168 -0.83246 0.38615  0.302
H -2.57721 1.25634 -0.23137  0.476

Least stable of them? w.

w | The following is a DFT calculation (ωB97M-V/def2-TZVPD) of 2 unconnected molecules or ions with the total composition CH5PS.

Calculated values
E_HOMO (spin up / spin down) in eV: -7.8603 / -7.7384
Kohn-Sham gap (spin up / spin down) in Ha: 0.283 / 0.268

Last column: natural (NBO) charge in e.
Element x y z (Å)
C -0.74812 -0.55881 -0.60259  -0.594
P 1.84805 0.38984 -0.22659  0.025
S -1.95721 0.57923 -0.15236  0.095
H -0.62832 -1.43838 -0.00191  0.214
H -0.60935 -0.65538 -1.66340  0.217
H 1.66314 0.30191 1.15130  -0.043
H 1.39667 1.71154 -0.21600  -0.037
H -2.04046 0.23229 1.13245  0.122

x | The following is a DFT calculation (ωB97M-V/def2-TZVPD) of a single CH5PS molecule.

Calculated values
E_HOMO in eV: -9.1783
Kohn-Sham gap in Ha: 0.372
SMILES: CPS

Last column: natural (NBO) charge in e.
Element x y z (Å)
C 1.04015 0.27198 0.05628  -0.960
P -0.33706 -0.92676 0.11825  0.459
S -1.91491 0.37614 -0.03018  -0.298
H 1.55928 0.33358 0.98178  0.229
H 0.73402 1.38807 -0.07927  0.239
H 1.79787 0.09637 -0.71875  0.238
H -0.21490 -1.26530 -1.21423  -0.053
H -2.66443 -0.27410 0.88613  0.147

y | The following is a DFT calculation (ωB97M-V/def2-TZVPD) of a molecular structure, CH5PS.

Calculated values
E_HOMO in eV: -9.1563
Kohn-Sham gap in Ha: 0.360

Last column: natural (NBO) charge in e.
Element x y z (Å)
C -0.93528 -0.33702 0.27974  -1.002
P 0.29563 0.97066 -0.07483  0.461
S 1.96626 -0.24855 -0.19374  -0.296
H -0.59611 -1.14610 1.06958  0.250
H -1.18084 -0.94099 -0.70404  0.237
H -1.91321 0.05618 0.65520  0.241
H -0.27901 1.20629 -1.75319  -0.038
H 2.64255 0.43953 0.72128  0.146

Least stable of them? w.